Entry from the OMol25 dataset: a cluster of 13 separate species, C61H154N8O20 in total at a distorted geometry (ωB97M-V/def2-TZVPD).

```
! wB97M-V def2-TZVPD RIJCOSX def2/J DEFGRID3
* xyz 0 1
C 3.47096 -0.37272 -6.70794
C 3.40477 0.17430 -5.26144
C 3.86948 1.63013 -5.19882
C 3.51320 2.30339 -3.85388
C 2.02875 2.38751 -3.77722
C 1.39079 1.01889 -3.78617
N 1.88210 0.30597 -4.99784
O 1.35708 -0.97485 -4.89507
C 1.52210 0.31467 -2.42760
C -0.10870 1.26260 -4.01744
C 4.14943 -0.77491 -4.31711
H 3.06258 -1.37470 -6.76061
H 4.52143 -0.38945 -7.01277
H 2.87996 0.22921 -7.39484
H 4.94455 1.64316 -5.37151
H 3.45637 2.23597 -6.01608
H 3.97731 3.30369 -4.04495
H 3.89547 1.79448 -2.99797
H 1.53966 2.97752 -4.59466
H 1.56687 2.88104 -2.94893
H 1.02642 0.86915 -1.60592
H 1.05270 -0.65344 -2.48656
H 2.56452 0.11484 -2.14753
H -0.25770 1.68069 -4.96744
H -0.75263 0.40847 -3.95297
H -0.45543 1.93621 -3.20550
H 4.78016 -0.27237 -3.59926
H 4.81074 -1.41564 -4.85628
H 3.44243 -1.38917 -3.81563
H 0.85310 -1.21060 -5.68908
C 6.46521 3.44618 4.77086
C 5.54762 3.62184 3.51895
O 4.19832 3.45818 3.92846
H 6.24057 2.44891 5.13401
H 6.33196 4.24551 5.53671
H 7.46540 3.34197 4.51874
H 5.81594 2.83463 2.76666
H 5.77794 4.64414 3.06308
H 3.70755 3.57957 3.09348
C 7.04380 -2.55154 -0.09738
C 5.77713 -3.13701 -0.77497
O 5.86181 -3.06327 -2.17709
H 7.91773 -3.13420 -0.26872
H 6.92250 -2.46734 0.98515
H 7.21499 -1.51164 -0.48738
H 4.95701 -2.58472 -0.37506
H 5.70435 -4.19073 -0.42886
H 5.07555 -3.46858 -2.52605
C -1.86988 -2.17967 6.55251
C -2.37739 -0.72733 6.34995
O -2.79342 -0.61343 4.99638
H -1.83123 -2.33565 7.65291
H -0.88604 -2.26462 6.15777
H -2.57300 -2.89389 6.04368
H -1.56161 -0.01910 6.57613
H -3.29601 -0.52276 6.93219
H -3.11896 0.26563 4.83570
C 3.69623 3.98153 -0.53032
C 3.12244 4.89213 0.49448
O 2.76905 4.28847 1.73671
H 2.93393 3.25540 -0.90994
H 4.48247 3.40168 -0.10681
H 4.04381 4.41905 -1.46089
H 2.24556 5.49602 0.09270
H 3.89191 5.59499 0.68916
H 1.89433 3.83978 1.60521
C -2.13406 -4.99064 2.12349
C -2.12357 -3.47031 2.17867
O -3.34165 -3.05627 2.80249
H -2.95596 -5.40236 1.54485
H -2.09033 -5.43871 3.10470
H -1.21323 -5.24408 1.66161
H -2.14727 -3.10497 1.13740
H -1.23589 -3.03557 2.68689
H -3.13253 -2.55253 3.58427
C -1.72009 -1.31482 -0.91631
O -0.77789 -1.29379 0.12394
C -1.18788 -0.39524 1.17909
C -0.07002 -0.32405 2.16902
N 1.10955 0.15916 1.48039
C 2.23822 0.25217 2.39261
C 3.40756 0.70899 1.56677
O 3.87569 -0.25453 0.61850
C 4.85918 0.30380 -0.17994
H -2.59955 -1.78674 -0.59854
H -1.26228 -1.95392 -1.69282
H -1.91361 -0.39178 -1.44610
H -2.02718 -0.84970 1.66402
H -1.43984 0.59065 0.76347
H -0.04764 -1.27294 2.69004
H -0.42717 0.41009 2.93542
H 1.31156 -0.52598 0.74793
H 2.51650 -0.64433 2.92853
H 2.00189 1.01261 3.12319
H 4.30226 0.95926 2.21606
H 3.14102 1.59712 0.98477
H 4.39607 1.18468 -0.74989
H 5.25241 -0.42823 -0.86935
H 5.74690 0.72227 0.38947
C 4.40002 -5.06236 -4.40883
O 3.75773 -4.51330 -3.23761
C 2.41158 -4.15492 -3.43051
C 1.90065 -3.71009 -2.05936
N 1.94484 -4.79610 -1.10475
C 1.42298 -4.31185 0.22299
C 2.24484 -3.26677 0.92956
O 3.49753 -3.80513 1.27182
C 4.19976 -3.05799 2.27681
H 3.95576 -6.00819 -4.65003
H 5.37958 -5.16427 -4.04708
H 4.34329 -4.31182 -5.20642
H 1.78346 -5.03170 -3.65700
H 2.29524 -3.37836 -4.25678
H 0.77637 -3.56369 -2.20741
H 2.35540 -2.76731 -1.66850
H 2.90343 -5.07077 -0.94172
H 1.31882 -5.22472 0.79674
H 0.38622 -3.92349 0.10542
H 1.73227 -2.87947 1.78002
H 2.39102 -2.47701 0.20665
H 3.61678 -3.23968 3.20362
H 4.37420 -2.09334 1.91083
H 5.19406 -3.53417 2.43466
C -4.86152 -3.02789 -4.13526
O -4.20834 -1.84522 -3.80348
C -5.08598 -0.73953 -3.84070
C -4.27178 0.54699 -3.54221
N -5.20360 1.59021 -3.23900
C -4.64334 2.89576 -3.15132
C -4.49968 3.51794 -4.47739
O -3.52765 4.51175 -4.50902
C -3.51041 5.09912 -5.75719
H -5.76583 -3.15944 -3.52057
H -4.22174 -3.88483 -3.98148
H -5.20496 -2.94094 -5.15721
H -5.84413 -0.81151 -3.00886
H -5.60766 -0.65097 -4.78685
H -3.66702 0.76325 -4.42212
H -3.58410 0.38410 -2.75907
H -5.65597 1.32080 -2.37828
H -3.65520 2.88301 -2.65572
H -5.27130 3.47543 -2.45418
H -5.51218 3.88976 -4.77383
H -4.22999 2.68307 -5.16003
H -3.11701 4.40521 -6.51446
H -2.89942 5.97049 -5.72614
H -4.53904 5.41902 -5.97611
C -8.49538 -2.46076 0.81142
O -7.35585 -2.58667 -0.09884
C -6.18960 -3.15915 0.48772
C -5.11230 -3.33641 -0.58599
N -5.34869 -4.48569 -1.42518
C -5.41912 -5.71027 -0.69918
C -5.16620 -6.90254 -1.71114
O -6.06873 -6.90099 -2.71940
C -5.86370 -7.92363 -3.68156
H -8.20195 -1.78902 1.65877
H -8.82876 -3.40078 1.31898
H -9.29827 -2.00067 0.23151
H -6.43671 -4.11643 0.87498
H -5.82644 -2.46446 1.24508
H -4.19482 -3.48684 -0.02633
H -4.96184 -2.42520 -1.17309
H -6.14187 -4.33305 -2.00482
H -6.42996 -5.87528 -0.20376
H -4.69750 -5.68188 0.08547
H -5.19374 -7.82237 -1.16323
H -4.17698 -6.75667 -2.10128
H -4.82551 -7.94204 -4.08830
H -6.53069 -7.74751 -4.47210
H -6.10601 -8.86620 -3.22600
C 7.88275 3.42877 0.59267
O 7.80132 2.10823 1.20715
C 8.91420 1.70652 1.94476
C 8.67441 0.22546 2.40386
N 7.75110 0.19520 3.57656
C 7.66539 -1.16718 4.11183
C 6.49938 -1.32503 5.05919
O 5.30184 -0.97528 4.35297
C 4.37484 -0.41585 5.19853
H 7.94640 4.24189 1.32253
H 7.02855 3.60009 -0.09700
H 8.75437 3.59170 -0.10938
H 8.97677 2.20725 2.89960
H 9.88077 1.91036 1.43717
H 9.61320 -0.16070 2.76299
H 8.36544 -0.33689 1.50357
H 6.79619 0.46047 3.17932
H 8.64832 -1.39769 4.59664
H 7.50009 -1.85987 3.30228
H 6.76205 -0.66405 5.91959
H 6.37290 -2.37823 5.28379
H 3.61786 0.07605 4.56038
H 4.83852 0.27788 5.90848
H 3.91460 -1.14870 5.83746
C -9.89117 5.05050 5.13865
O -9.93639 4.77562 3.73776
C -8.93809 3.87769 3.29163
C -9.40511 3.06336 2.08249
N -8.41002 2.04422 1.78334
C -7.32646 2.58325 1.00332
C -6.24590 1.46786 0.85279
O -5.27634 1.89512 -0.13316
C -4.23349 0.98615 -0.23361
H -9.00146 5.53861 5.55968
H -10.06239 4.12210 5.71935
H -10.67434 5.73892 5.38390
H -8.80452 3.12914 4.07175
H -7.98572 4.36277 3.10739
H -9.79524 3.73241 1.32202
H -10.20938 2.44950 2.47122
H -8.77713 1.26256 1.29973
H -6.92476 3.44816 1.46493
H -7.69990 2.90565 0.02567
H -6.72279 0.50855 0.53659
H -5.79614 1.32714 1.87599
H -3.67714 0.70620 0.65954
H -3.48347 1.42098 -0.87719
H -4.65363 0.06834 -0.72576
C -0.72335 5.02358 -3.24435
O -1.11235 4.12451 -2.20086
C -0.66998 4.46053 -0.93630
C -0.24334 3.19483 -0.26545
N 0.22068 3.15852 1.12078
C -0.77814 3.38225 2.11358
C -0.14847 3.62504 3.49557
O 0.42070 2.42784 3.86487
C 1.27641 2.59947 4.99180
H -1.01166 6.05161 -3.09668
H -1.26867 4.65524 -4.14538
H 0.33990 5.05280 -3.43019
H -1.51803 4.99098 -0.40455
H 0.10754 5.23618 -0.98101
H 0.56608 2.78340 -0.91646
H -1.12507 2.49540 -0.46086
H 0.58314 2.18776 1.19464
H -1.47415 2.52937 2.17609
H -1.37014 4.25154 1.89904
H -0.88903 3.93572 4.23731
H 0.66135 4.36086 3.38630
H 2.13423 3.23678 4.84896
H 1.65766 1.58583 5.24352
H 0.78990 3.00668 5.94654
*
```

For the total energy, the calculation gives -4358.9185 a.u. As for the frontier orbital gap: 0.3188 hartree. For the lowest unoccupied orbital energy, the calculation gives 0.27 eV.